Formula: C13H19ClO7S
Source: OMol25
Level of theory: ωB97M-V/def2-TZVPD

LUMO energy in eV: 0.53
E_HOMO in hartree: -0.3592
Frontier orbital gap in eV: 10.30

```
! RIJCOSX wB97M-V def2-TZVPD def2/J DEFGRID3
* xyz 0 1
C -1.356 4.065 -0.899
C -1.948 4.060 0.141
O -2.305 3.956 1.405
S -2.705 2.374 1.948
O -4.062 2.186 1.541
O -1.875 1.511 0.883
C -0.434 1.568 1.030
C 0.107 0.546 1.993
C 1.634 0.697 2.042
Cl -0.318 -1.111 1.452
H -0.807 4.095 -1.808
H -0.018 1.408 0.044
H -0.152 2.549 1.407
H -0.292 0.663 2.993
H 1.942 1.289 2.896
H 2.126 -0.265 2.023
H 1.967 1.229 1.152
O 0.994 2.081 -2.421
C 1.022 2.331 -3.590
O 1.879 3.229 -4.121
C 1.617 3.400 -5.527
C 0.893 2.130 -5.954
C 0.135 1.759 -4.680
H 1.002 4.293 -5.654
H 2.563 3.548 -6.042
H 0.259 2.272 -6.826
H 1.619 1.351 -6.189
H -0.839 2.248 -4.621
H 0.014 0.688 -4.549
O -0.426 -5.942 5.770
C -0.269 -5.446 4.696
O 0.735 -4.577 4.431
C 0.615 -4.069 3.088
C -0.214 -5.106 2.342
C -1.118 -5.639 3.452
H 0.122 -3.099 3.126
H 1.610 -3.942 2.668
H -0.748 -4.691 1.489
H 0.433 -5.906 1.978
H -2.028 -5.048 3.562
H -1.376 -6.687 3.327
*
```

Formula: C13H19HfP2
Source: OMol25
Level of theory: ωB97M-V/def2-TZVPD

LUMO energy in eV: -4.13
E_HOMO in hartree: -0.3974
Frontier orbital gap in eV: 6.68

```
! RIJCOSX wB97M-V def2-TZVPD def2/J DEFGRID3
* xyz 1 1
C -2.681 0.071 -2.739
C -1.935 -1.135 -3.030
C -0.582 -0.776 -3.305
C -0.463 0.647 -3.233
C -1.752 1.202 -2.894
Hf -1.411 0.277 -0.714
P -3.315 -1.134 0.319
H -3.774 0.167 -2.711
H -2.360 -2.141 -3.055
H 0.243 -1.473 -3.453
H -2.050 2.250 -2.981
H 0.427 1.250 -3.455
H -2.977 -2.198 1.217
H -4.241 -1.811 -0.542
H -4.248 -0.396 1.137
C 1.543 -2.318 -0.084
P 0.810 -0.655 0.131
C -1.511 2.255 0.055
C 1.794 0.029 1.419
C 3.064 0.599 1.163
C 3.849 1.026 2.224
C 3.380 0.908 3.548
C 2.109 0.363 3.796
C 1.314 -0.072 2.751
H 0.984 -2.805 -0.892
H 1.440 -2.913 0.831
H 2.606 -2.274 -0.364
H -1.656 2.296 1.135
H -0.604 2.833 -0.166
H -2.340 2.814 -0.405
H 3.417 0.672 0.129
H 4.838 1.451 2.043
H 4.003 1.232 4.374
H 1.750 0.275 4.827
H 0.328 -0.515 2.926
*
```

Formula: C13H19HgN
Source: OMol25
Level of theory: ωB97M-V/def2-TZVPD

ΔE to the lowest compared entry with this formula, charge and spin in eV: 1.237
LUMO energy in eV: 5.42
E_HOMO in hartree: 0.0777
Frontier orbital gap in eV: 3.31

```
! RIJCOSX wB97M-V def2-TZVPD def2/J DEFGRID3
* xyz -2 1
C 2.563 2.277 -2.350
C 1.997 3.379 -1.667
C 0.556 3.264 -1.743
C 0.269 2.078 -2.550
C 1.511 1.497 -2.910
Hg 0.026 1.652 -0.034
N 1.616 -0.947 0.030
C 2.362 1.111 1.970
C 2.016 2.403 1.718
H -0.149 4.070 -1.528
H 2.541 4.210 -1.216
H -0.716 1.807 -2.941
H 1.649 0.620 -3.555
H 3.629 2.081 -2.464
H 2.679 3.052 1.136
H 3.338 0.710 1.683
H 2.255 -1.740 -0.062
H 1.185 2.893 2.241
H 1.678 0.439 2.499
C -2.745 -1.665 1.953
C -1.942 -2.110 0.727
C -1.273 -3.457 1.026
C -2.913 -2.297 -0.443
C -0.878 -1.065 0.397
C 0.402 -1.138 0.198
H -3.490 -2.424 2.227
H -3.274 -0.728 1.745
H -2.081 -1.513 2.812
H -2.017 -4.218 1.284
H -0.719 -3.819 0.153
H -0.583 -3.369 1.872
H -3.447 -1.366 -0.663
H -2.385 -2.624 -1.345
H -3.662 -3.062 -0.200
*
```

Formula: C13H19IIrN3O3
Source: OMol25
Level of theory: ωB97M-V/def2-TZVPD

ΔE to the lowest compared entry with this formula, charge and spin in eV: 6.415
LUMO energy in eV: -0.48
E_HOMO in hartree: -0.2475
Frontier orbital gap in eV: 6.26

```
! RIJCOSX wB97M-V def2-TZVPD def2/J DEFGRID3
* xyz 0 1
Ir -0.470 0.867 -0.400
C 1.955 1.795 0.646
C 1.433 2.889 -0.268
N 1.012 2.007 -1.397
C -1.399 3.718 -1.199
C -2.368 3.501 0.189
N -2.171 0.593 0.762
C -1.631 1.216 2.087
C -0.107 1.537 2.239
N 0.767 0.986 1.155
H 2.589 2.119 1.476
H 2.528 1.156 -0.021
H 2.280 3.466 -0.661
H 0.875 3.600 0.353
H 0.507 2.516 -2.126
H -2.039 3.297 -1.967
H -1.188 4.776 -1.227
H -3.347 3.925 -0.025
H -1.998 4.191 0.957
H -2.790 1.146 0.160
H -1.745 0.207 2.506
H -2.257 1.813 2.751
H 0.183 1.157 3.219
H 0.077 2.615 2.246
H 1.084 0.034 1.364
I 2.063 -7.540 -2.283
C 1.318 -5.731 -1.550
C 1.656 -4.546 -2.187
C 1.159 -3.347 -1.696
C 0.332 -3.334 -0.579
C 0.003 -4.530 0.046
C 0.493 -5.734 -0.435
C -0.228 -2.053 -0.011
O -0.927 -2.058 0.979
O 0.182 -0.998 -0.677
H 2.299 -4.555 -3.055
H 1.410 -2.413 -2.178
H -0.642 -4.500 0.913
H 0.236 -6.664 0.053
O -1.132 2.876 -0.159
*
```

Formula: C13H19IO15S3
Source: OMol25
Level of theory: ωB97M-V/def2-TZVPD

LUMO energy in eV: -0.86
E_HOMO in hartree: -0.3516
Frontier orbital gap in eV: 8.71

```
! RIJCOSX wB97M-V def2-TZVPD def2/J DEFGRID3
* xyz 0 1
C 2.055 -1.249 -1.224
C 1.808 -2.392 -0.110
I 0.728 -4.068 -0.998
C 3.137 -2.797 0.688
C 4.324 -3.050 -0.339
C 4.336 -4.082 -1.306
C 5.672 -3.940 -2.147
O 5.906 -4.730 -3.076
O 6.429 -2.815 -1.698
C 5.689 -2.275 -0.578
O 6.214 -1.333 0.037
H 1.014 -0.828 -1.484
H 2.693 -0.370 -0.843
H 2.519 -1.643 -2.186
H 1.097 -1.928 0.666
H 2.926 -3.660 1.398
H 3.422 -1.899 1.346
H 3.580 -4.910 -1.528
O -1.621 1.394 2.005
S -0.419 1.257 1.238
O -0.126 0.090 0.459
O 0.841 1.559 2.212
C 1.604 2.647 1.684
C 0.610 3.497 0.910
O -0.271 2.559 0.284
H 2.371 2.234 1.021
H 2.084 3.203 2.490
H 1.092 4.127 0.167
H 0.018 4.117 1.582
O -3.961 -7.080 -1.800
S -3.490 -5.728 -1.785
O -2.612 -5.199 -2.786
O -2.850 -5.432 -0.322
C -3.536 -4.336 0.286
C -4.942 -4.372 -0.290
O -4.773 -4.743 -1.658
H -3.018 -3.414 0.008
H -3.532 -4.440 1.371
H -5.448 -3.409 -0.213
H -5.549 -5.141 0.197
O 0.012 5.941 0.614
S -0.918 6.952 1.030
O -0.536 8.074 1.828
O -2.178 6.216 1.736
C -3.381 6.554 1.043
C -2.954 6.824 -0.391
O -1.698 7.496 -0.283
H -3.800 7.451 1.506
H -4.102 5.740 1.112
H -3.674 7.439 -0.931
H -2.792 5.891 -0.938
*
```

Formula: C13H19N
Source: OMol25
Level of theory: ωB97M-V/def2-TZVPD

ΔE to the lowest compared entry with this formula, charge and spin in eV: 6.767
LUMO energy in eV: 0.94
E_HOMO in hartree: -0.2896
Frontier orbital gap in eV: 8.82

```
! RIJCOSX wB97M-V def2-TZVPD def2/J DEFGRID3
* xyz 0 1
C 0.947 1.129 2.227
C 0.711 1.160 0.946
N 0.015 1.538 0.012
C -0.707 0.685 -0.858
C -1.429 1.453 -2.089
C -1.718 -0.053 -0.076
C -2.613 0.516 0.714
C -3.743 -0.359 1.348
C 0.336 -0.441 -1.463
C 1.207 -1.009 -0.518
C 0.786 -2.378 -0.042
C 2.262 -0.375 0.034
C 3.530 -0.575 0.723
C 3.171 0.760 -0.023
H 2.000 1.083 2.499
H 0.246 1.466 2.901
H -1.197 1.070 -3.050
H -2.607 1.323 -1.993
H -1.234 2.484 -1.946
H -1.652 -1.145 -0.224
H -2.568 1.529 1.119
H -4.690 0.102 1.590
H -3.766 -1.251 0.879
H -3.343 -0.637 2.406
H -0.290 -1.241 -1.924
H 0.926 0.146 -2.223
H 1.636 -3.042 -0.003
H 0.404 -2.236 1.019
H 0.041 -2.880 -0.607
H 4.263 -1.189 0.255
H 3.479 -0.852 1.770
H 3.038 1.700 0.621
H 3.535 1.035 -0.961
*
```

Q: Which formula does entry 4 have?
A: C13H19IIrN3O3